60
Properties=species:S:1:pos:R:3:forces:R:3:mulliken_spin:R:1 method="wB97M-V/def2-TZVPD" homo_lumo_gap_ev="6.38 / 5.69" spin_multiplicity=2 e_homo_ev="-2.09 / -1.40" lumo_energy_ev="4.29 / 4.29" relative_energy_kj_mol=14.06 charge=-2
Mn -0.733313 -0.549852 -0.663902 0.1 0.1 0.1 1.050
S -4.608569 -0.859779 1.587323 0.0 0.0 0.0 -0.003
C -4.340560 -2.415540 0.903865 0.0 0.0 0.0 -0.005
C -3.214662 -2.463321 0.138147 -0.1 0.0 0.0 0.002
C -2.503405 -1.217998 0.054610 0.0 0.0 0.0 -0.059
C -3.168268 -0.273825 0.800386 0.0 0.0 0.0 0.016
C -2.655600 1.069540 0.827264 0.0 0.0 0.0 0.004
C -3.273015 2.178736 1.418800 0.0 0.0 0.0 0.007
C -2.717179 3.428628 1.260431 0.0 0.0 0.0 -0.005
C -1.556891 3.564141 0.504231 0.0 0.0 0.0 0.002
C -0.987189 2.417444 -0.016497 0.0 0.0 0.0 0.007
N -1.487430 1.198336 0.155639 0.0 0.0 0.1 -0.017
H -5.030673 -3.216838 1.126071 0.0 0.0 0.0 0.000
H -2.883432 -3.366521 -0.359941 0.0 0.0 0.0 0.000
H -4.193143 2.036783 1.971398 0.0 0.0 0.0 0.000
H -3.188744 4.298216 1.703843 0.0 0.0 0.0 -0.001
H -1.101082 4.529470 0.329894 0.0 0.0 0.0 0.001
H -0.083851 2.465957 -0.610531 0.0 0.0 0.0 -0.001
O -3.299106 -1.224069 -3.054841 0.0 0.0 0.0 0.000
P -1.967432 -0.489464 -3.581799 0.1 0.0 0.0 0.008
O -2.227055 0.205067 -4.855377 0.0 0.0 0.0 -0.001
O -1.380239 0.274210 -2.413111 0.0 -0.1 -0.1 0.002
O -0.952199 -1.734278 -3.900251 0.0 -0.1 0.1 0.000
P -0.393456 -2.892778 -2.921036 0.0 0.1 0.0 0.000
O -1.601380 -3.982631 -2.903996 0.0 0.0 0.0 0.000
O 0.792555 -3.516317 -3.557818 0.0 0.0 0.0 0.000
O -0.309756 -2.342461 -1.526084 0.0 -0.1 -0.2 0.003
H -3.247969 -1.322899 -2.089323 0.0 0.0 0.0 -0.002
H -1.354935 -4.668872 -3.531836 0.0 0.0 0.0 0.000
C 1.618338 0.593109 -3.120463 0.0 0.0 0.0 0.000
P 1.507098 0.040479 -1.383934 0.0 0.0 0.1 0.009
C 2.657973 -1.377573 -1.378201 0.0 0.0 0.0 -0.004
C 2.594869 1.321902 -0.597685 0.1 0.0 0.0 -0.005
C 2.897989 1.103943 0.892367 0.0 0.0 -0.1 -0.001
P 1.622112 1.780191 2.042144 0.0 0.0 0.0 0.002
C 2.568442 1.570443 3.610582 0.0 0.0 0.0 0.000
C 1.962305 3.584367 1.793501 0.0 0.0 0.0 0.000
H 2.649744 0.810262 -3.412150 0.0 0.0 0.0 0.000
H 0.987301 1.471359 -3.260031 0.0 0.0 0.0 0.001
H 1.212350 -0.194305 -3.757716 0.0 0.0 0.0 0.000
H 3.646978 -1.087876 -1.745776 0.0 0.0 0.0 -0.001
H 2.242850 -2.170386 -2.002163 0.0 0.0 0.0 0.001
H 2.742339 -1.761339 -0.361050 0.0 0.0 0.0 0.001
H 2.138710 2.302431 -0.766982 0.0 0.0 0.0 0.001
H 3.534679 1.325175 -1.161869 0.0 0.0 0.0 0.000
H 3.862455 1.558301 1.149998 0.0 0.0 0.0 0.000
H 2.981134 0.038347 1.116558 0.0 0.0 0.0 0.000
H 3.586499 1.965449 3.535308 0.0 0.0 0.0 0.000
H 2.626094 0.510223 3.859646 0.0 0.0 0.0 0.000
H 2.040314 2.088917 4.413863 0.0 0.0 0.0 0.000
H 3.027299 3.819165 1.893851 0.0 0.0 0.0 0.000
H 1.396654 4.163863 2.525790 0.0 0.0 0.0 0.000
H 1.623586 3.892281 0.802854 0.0 0.0 0.0 0.000
O 0.295994 -1.217135 1.011148 -0.1 0.0 0.1 -0.003
N -0.181637 -2.143793 1.722237 0.0 0.1 -0.1 -0.006
C 0.660411 -2.683920 2.598456 0.1 0.0 0.1 0.000
C 0.183736 -3.711076 3.462814 0.0 0.0 -0.1 0.000
N -0.156410 -4.538086 4.190874 0.0 0.0 0.0 0.000
C 2.021121 -2.265547 2.715993 -0.1 0.0 0.0 0.000
N 3.116650 -1.918258 2.814477 0.1 0.0 0.0 0.000